Molecular formula: C29H46F14NO17S
Method: DFT, ωB97M-V/def2-TZVPD

## Properties
**HOMO energy**: -5.1 eV
**Orbital gap**: 6.72 eV
**Total charge**: -1

CARTESIAN COORDINATES (ANGSTROEM)
O: -5.41 -4.32 1.63
S: -5.08 -2.99 2.13
O: -4.74 -3.10 3.54
N: -6.23 -1.90 2.01
C: -6.65 -1.70 0.62
C: -8.10 -2.18 0.34
C: -8.20 -3.68 -0.03
C: -7.86 -3.94 -1.51
F: -9.05 -4.04 -2.19
F: -7.17 -2.95 -2.10
C: -7.11 -5.28 -1.77
F: -6.22 -5.58 -0.86
F: -6.46 -5.26 -2.94
F: -7.99 -6.28 -1.86
C: -3.47 -2.40 1.37
F: -2.45 -3.00 2.01
F: -3.38 -1.09 1.66
C: -3.36 -2.50 -0.19
F: -4.07 -3.49 -0.73
F: -3.73 -1.31 -0.69
C: -1.88 -2.68 -0.67
F: -1.39 -3.88 -0.35
F: -1.10 -1.75 -0.08
C: -1.67 -2.51 -2.20
F: -2.42 -3.32 -2.92
F: -1.78 -1.27 -2.61
F: -0.40 -2.87 -2.45
H: -6.65 -0.61 0.43
H: -6.00 -2.14 -0.15
H: -8.49 -1.62 -0.52
H: -8.79 -1.98 1.17
H: -7.64 -4.33 0.66
H: -9.26 -3.96 0.09
C: -7.19 -3.17 -5.72
C: -7.97 -4.46 -5.64
O: -9.02 -4.51 -6.62
C: -8.63 -4.80 -7.86
O: -7.51 -5.05 -8.22
O: -9.72 -4.77 -8.65
C: -9.44 -4.99 -10.03
H: -7.86 -2.31 -5.67
H: -6.46 -3.10 -4.91
H: -6.65 -3.09 -6.67
H: -8.45 -4.53 -4.67
H: -7.32 -5.33 -5.73
H: -8.87 -5.91 -10.17
H: -8.89 -4.14 -10.44
H: -10.39 -5.08 -10.54
C: 3.87 2.22 2.97
C: 3.85 1.11 4.00
O: 2.53 0.56 4.14
C: 2.16 -0.30 3.19
O: 2.84 -0.65 2.25
O: 0.91 -0.69 3.44
C: 0.35 -1.55 2.45
H: 3.12 2.97 3.20
H: 4.85 2.69 2.94
H: 3.65 1.83 1.97
H: 4.12 1.51 4.98
H: 4.56 0.32 3.76
H: 1.00 -2.41 2.26
H: 0.17 -1.00 1.53
H: -0.60 -1.91 2.83
C: 7.75 7.79 1.93
C: 6.69 6.94 1.27
O: 6.10 6.02 2.21
C: 5.20 6.55 3.03
O: 4.83 7.70 3.05
O: 4.78 5.59 3.86
C: 3.86 6.04 4.86
H: 8.49 7.16 2.43
H: 8.26 8.41 1.19
H: 7.32 8.44 2.69
H: 7.14 6.32 0.49
H: 5.92 7.55 0.80
H: 3.03 6.57 4.42
H: 4.38 6.67 5.58
H: 3.48 5.16 5.37
C: 3.37 -7.69 -4.77
C: 1.98 -8.29 -4.73
O: 1.47 -8.32 -3.39
C: 1.00 -7.15 -2.93
O: 0.97 -6.11 -3.54
O: 0.60 -7.34 -1.67
C: 0.15 -6.15 -1.02
H: 4.03 -8.22 -4.08
H: 3.79 -7.76 -5.78
H: 3.36 -6.64 -4.48
H: 2.01 -9.32 -5.07
H: 1.29 -7.75 -5.39
H: -0.60 -5.63 -1.60
H: 1.00 -5.49 -0.83
H: -0.28 -6.44 -0.07
C: 11.81 11.39 6.84
C: 11.69 10.45 5.66
O: 10.34 10.01 5.48
C: 9.53 10.88 4.89
O: 9.83 11.98 4.49
O: 8.31 10.34 4.83
C: 7.31 11.21 4.29
H: 11.39 10.93 7.74
H: 12.86 11.64 7.03
H: 11.26 12.31 6.67
H: 12.28 9.55 5.84
H: 12.07 10.91 4.75
H: 7.61 11.62 3.33
H: 7.10 12.02 5.00
H: 6.40 10.63 4.15